Here is a 2-piece molecular cluster, C6H16S overall from the Open Molecules 2025 dataset. Energies are from ωB97M-V/def2-TZVPD.

Geometry as XYZ:
```
23
Properties=species:S:1:pos:R:3
C 1.00 0.53 2.75
C 1.64 0.94 1.43
C 2.65 -0.09 0.92
C 3.29 0.33 -0.40
H 0.27 1.28 3.10
H 1.78 0.41 3.53
H 0.47 -0.44 2.64
H 0.85 1.07 0.66
H 2.15 1.91 1.56
H 3.44 -0.22 1.69
H 2.14 -1.06 0.80
H 3.81 1.29 -0.29
H 2.51 0.44 -1.18
H 4.01 -0.43 -0.75
C -4.00 -0.63 -0.65
S -2.93 -1.77 -1.54
C -2.64 -0.74 -3.00
H -4.29 -1.11 0.31
H -4.92 -0.41 -1.21
H -3.49 0.32 -0.42
H -3.58 -0.52 -3.53
H -2.15 0.21 -2.73
H -1.98 -1.30 -3.68
```

Output
**LUMO level**: 0.85 eV
**E**: -636.37580 Ha
**SMILES**: CCCC.CSC
**Total charge**: 0
**Energy above the lowest of the compared OMol25 structures with the same formula, charge and spin**: 3.7 kcal per mole
**HOMO energy**: -0.31403 Eh